Entry 1:
Molecular formula: C20H33N3O7PRbS7Sb
Method: DFT, ωB97M-V/def2-TZVPD

Values from the calculation:
* molar mass: 890.17 u
* F_max: 0.0615 hartree/bohr
* E: -4865.69949 Eh

ORCA input file:
```
! RIJCOSX wB97M-V def2-TZVPD def2/J DEFGRID3
* xyz -2 2
Rb 0.37579 -0.26256 -0.82519
C 5.00019 -0.44163 -0.10235
C 4.32748 -0.76552 1.22638
S 2.78548 -1.66119 0.85695
C 1.99229 -1.77962 2.48125
C 1.93539 -0.49022 3.28946
S 1.23725 0.88584 2.32090
C 2.27720 2.25646 2.91926
C 2.08523 3.49025 2.05003
S 2.41782 3.26162 0.27709
C 4.21258 2.93971 0.31433
C 4.66039 2.23648 -0.96108
S 3.96918 0.57925 -1.20749
H 5.95266 0.06960 0.05003
H 5.18569 -1.36219 -0.65760
H 4.97843 -1.38204 1.85333
H 4.08329 0.15782 1.75517
H 0.98086 -2.11537 2.23263
H 2.48338 -2.55375 3.07438
H 1.30462 -0.65062 4.16483
H 2.92767 -0.18679 3.62805
H 1.99894 2.49151 3.94928
H 3.31951 1.93092 2.91723
H 1.03848 3.79963 2.07216
H 2.69769 4.31232 2.42606
H 4.73103 3.89678 0.41909
H 4.43796 2.32157 1.18440
H 4.33618 2.79082 -1.84385
H 5.74933 2.16348 -0.98225
S 2.56184 0.08516 -6.33439
Sb 1.62795 -0.57439 -4.05800
S 0.35880 1.27253 -3.59895
S 3.84632 0.52821 -4.77694
C -3.28978 4.49325 -0.70665
C -1.90028 3.85943 -0.70150
P -1.78093 2.02049 -0.45124
C -2.87456 1.81600 1.04392
C -2.70023 0.43449 1.68217
C -2.92948 1.47081 -1.80238
C -2.85366 -0.02275 -2.12437
H -3.21765 5.56884 -0.89008
H -3.79384 4.35222 0.25097
H -3.91657 4.06644 -1.49007
H -1.28580 4.32187 0.07717
H -1.39457 4.04580 -1.65299
H -3.91981 1.97513 0.76211
H -2.59305 2.59309 1.76263
H -2.85387 -0.36366 0.95428
H -3.40745 0.27568 2.49862
H -1.69224 0.30968 2.07396
H -2.61734 2.03235 -2.68758
H -3.95083 1.75852 -1.53567
H -1.88878 -0.25029 -2.57835
H -3.62613 -0.29434 -2.84520
H -2.98740 -0.64768 -1.23756
O -4.92914 -6.23658 -1.08552
N -3.95566 -5.84302 -1.72403
O -3.72925 -6.23119 -2.86423
C -3.10368 -4.84588 -1.16167
C -3.22855 -4.54453 0.18008
C -2.36467 -3.62402 0.78189
C -1.31362 -2.94259 0.03205
O -0.58271 -2.06282 0.51590
C -1.24756 -3.31788 -1.38358
C -2.12799 -4.22495 -1.95829
N -0.29087 -2.72560 -2.18724
O -0.52073 -2.58994 -3.43536
O 0.83386 -2.36263 -1.71037
N -2.54757 -3.39176 2.16800
O -1.72562 -2.74937 2.81749
O -3.54286 -3.88426 2.72176
H -3.97616 -5.02803 0.78514
H -2.04989 -4.45444 -3.00842
*
```

The computed Löwdin charges, all in e, follow: 0.61, -0.53, -0.53, 0.83, -0.52, -0.51, 0.84, -0.54, -0.55, 0.85, -0.53, -0.53, 0.79, 0.07, 0.07, 0.08, 0.04, 0.05, 0.08, 0.08, 0.06, 0.08, 0.05, 0.06, 0.07, 0.07, 0.05, 0.07, 0.07, -0.32, 0.50, -0.31, -0.34, -0.17, -0.43, 0.89, -0.42, -0.16, -0.43, -0.17, 0.06, 0.05, 0.06, 0.06, 0.07, 0.07, 0.07, 0.05, 0.07, 0.03, 0.06, 0.07, 0.00, 0.08, 0.06, 0.02, -0.37, 0.03, -0.18, 0.05, -0.08, -0.30, -0.22, -0.12, 0.06, -0.43, -0.15, -0.42, -0.36, 0.03, -0.01, 0.11, 0.11

***

Entry 2:
Molecular formula: C6H6FeO5
Method: DFT, ωB97M-V/def2-TZVPD

Values from the calculation:
* molar mass: 213.95 u
* F_max: 0.2314 hartree/bohr
* E: -1871.20173 Eh

ORCA input file:
```
! RIJCOSX wB97M-V def2-TZVPD def2/J DEFGRID3
* xyz 2 5
Fe -0.08440 -0.08320 0.05973
O 2.66895 -0.87833 0.71435
C 1.63449 -0.47389 0.38975
C -1.14764 1.30688 -0.37265
O -2.05440 1.94100 -0.69634
C -0.10308 0.59648 1.72317
O -0.08836 0.97840 2.81361
C 0.34582 -0.31189 -1.66018
O 0.64807 -0.38602 -2.77214
C -0.43531 -1.97591 0.51935
H 0.01541 -2.69481 -0.18474
H -0.22848 -2.18476 1.58233
C -1.64745 -1.29301 0.18017
H -2.33047 -0.98599 0.98379
H -2.13586 -1.45240 -0.79144
O 1.38299 2.60513 -1.13664
H 2.26703 2.21222 -1.05725
H 1.29271 3.08009 -0.29486
*
```

The computed Löwdin charges, all in e, follow: 0.33, 0.32, -0.07, -0.06, 0.32, -0.04, 0.32, -0.05, 0.32, -0.06, 0.15, 0.14, -0.04, 0.14, 0.14, 0.01, 0.07, 0.08